No. 1
Below is a structure of composition C46H50NPdSb2Si, with properties calculated with ωB97M-V/def2-TZVPD.

Geometry as XYZ:
```
101
Properties=species:S:1:pos:R:3:forces:R:3
Pd -0.270 0.140 -0.014 0.490 -0.446 0.198
C 0.431 -1.319 4.204 0.323 0.252 -0.336
C 0.407 0.151 4.601 -0.074 0.004 -0.011
C -0.848 0.892 4.138 0.401 -0.264 -0.123
Sb -0.747 1.573 2.089 -1.378 1.365 1.058
C -0.128 3.591 2.464 0.125 -0.633 -0.318
C -0.852 4.630 1.893 -0.095 0.051 -0.133
C -0.584 5.930 2.297 -0.039 -0.009 -0.037
C 0.408 6.179 3.237 0.003 0.013 -0.028
C 1.144 5.133 3.779 0.022 -0.086 0.023
C 0.887 3.828 3.383 0.149 0.048 0.084
C -2.799 1.895 1.617 0.383 -0.051 -0.169
C -3.240 1.791 0.301 -0.039 0.068 0.116
C -4.544 2.140 -0.017 0.036 -0.022 -0.073
C -5.406 2.569 0.983 -0.045 0.001 -0.005
C -4.970 2.655 2.298 -0.005 0.039 0.059
C -3.660 2.328 2.620 0.138 -0.049 0.029
Sb 0.064 -1.784 2.102 -1.408 -1.408 1.132
C -0.012 -3.974 2.202 0.632 0.587 -0.539
C -0.074 -4.678 1.011 0.109 -0.126 -0.058
C -0.103 -6.066 1.055 -0.169 0.110 -0.014
C -0.087 -6.717 2.280 -0.021 -0.096 0.024
C -0.024 -5.994 3.462 -0.168 0.060 -0.008
C 0.011 -4.603 3.432 0.228 0.051 0.189
C -2.101 -1.767 2.100 0.761 0.451 -0.257
C -2.847 -2.013 3.246 -0.093 0.183 0.063
C -4.230 -1.905 3.195 0.071 -0.103 0.022
C -4.868 -1.594 1.997 -0.045 0.005 -0.068
C -4.128 -1.407 0.843 -0.027 -0.069 -0.078
C -2.742 -1.497 0.895 -0.046 0.103 -0.007
H -0.336 -1.868 4.750 -0.055 -0.084 -0.149
H 1.401 -1.762 4.430 -0.040 -0.069 0.007
H 1.313 0.656 4.257 0.007 -0.019 0.031
H 0.440 0.188 5.694 0.023 0.021 -0.011
H -0.993 1.811 4.705 0.001 0.080 -0.144
H -1.738 0.269 4.240 -0.047 0.065 -0.108
H -1.643 4.438 1.176 0.022 0.014 0.033
H -1.160 6.746 1.881 0.012 0.008 0.021
H 0.612 7.196 3.546 -0.004 -0.002 0.004
H 1.915 5.327 4.513 -0.007 0.021 -0.005
H 1.464 3.016 3.810 0.010 0.033 0.013
H -2.576 1.425 -0.478 0.004 0.097 -0.079
H -4.888 2.086 -1.042 -0.011 -0.032 0.020
H -6.423 2.842 0.734 0.002 0.001 0.012
H -5.642 2.997 3.074 -0.007 -0.013 -0.007
H -3.307 2.429 3.639 -0.107 0.012 0.037
H -0.104 -4.173 0.053 0.081 -0.032 -0.014
H -0.145 -6.629 0.132 -0.036 -0.027 0.019
H -0.140 -7.797 2.315 0.100 0.001 0.000
H -0.003 -6.500 4.417 -0.038 -0.024 -0.011
H 0.062 -4.055 4.364 0.070 -0.026 -0.010
H -2.375 -2.299 4.178 -0.008 0.063 0.022
H -4.813 -2.082 4.090 -0.016 -0.031 -0.018
H -5.947 -1.529 1.962 0.004 0.008 0.014
H -4.625 -1.213 -0.099 -0.019 0.027 0.014
H -2.169 -1.404 -0.031 -0.087 -0.028 0.053
C -0.240 -1.315 -1.635 0.118 -0.232 -0.804
Si 1.205 -1.028 -2.797 0.905 0.195 -0.870
C 1.279 0.871 -3.501 -0.551 -0.468 0.077
N 1.256 1.844 -2.496 0.502 0.386 -0.295
C 0.354 2.976 -2.576 -0.423 0.158 0.149
C 1.058 4.138 -3.330 0.285 -0.103 -0.085
C 2.562 4.155 -3.016 0.013 0.074 0.146
C 2.820 3.548 -1.636 -0.153 0.085 -0.253
C 2.462 2.058 -1.701 0.150 0.057 0.626
C 2.928 -1.307 -2.133 -0.646 0.026 0.246
C 3.171 -1.651 -0.801 0.027 0.019 -0.154
C 4.460 -1.930 -0.370 0.007 -0.031 0.147
C 5.519 -1.862 -1.263 0.016 0.016 -0.047
C 5.295 -1.499 -2.586 -0.029 0.033 -0.010
C 4.008 -1.224 -3.017 0.011 0.081 0.022
C 0.884 -2.056 -4.345 -0.173 0.553 0.866
C 1.762 -3.074 -4.714 -0.020 -0.281 -0.154
C 1.484 -3.845 -5.834 0.105 0.034 0.171
C 0.325 -3.621 -6.565 -0.006 -0.085 -0.061
C -0.558 -2.616 -6.193 -0.124 0.223 0.093
C -0.286 -1.839 -5.079 -0.045 -0.116 -0.263
H -0.200 -2.298 -1.167 0.002 -0.007 0.076
H -1.213 -1.185 -2.115 -0.019 0.038 0.067
H 0.456 1.008 -4.203 -0.021 0.016 0.034
H 2.234 0.884 -4.035 0.076 -0.219 0.077
H 0.110 3.309 -1.563 0.051 -0.120 -0.002
H -0.564 2.688 -3.086 0.030 -0.091 0.047
H 0.576 5.064 -3.017 -0.027 -0.031 0.031
H 0.899 4.032 -4.403 -0.067 -0.018 0.018
H 2.949 5.172 -3.054 -0.029 0.000 -0.066
H 3.110 3.581 -3.768 0.025 0.032 -0.012
H 2.223 4.076 -0.890 0.015 -0.056 0.095
H 3.863 3.641 -1.339 -0.004 -0.050 0.003
H 2.307 1.657 -0.676 -0.066 0.034 -0.327
H 3.277 1.486 -2.142 -0.085 -0.086 -0.029
H 2.342 -1.717 -0.099 0.019 -0.067 0.007
H 4.639 -2.217 0.658 0.018 0.008 -0.006
H 6.522 -2.095 -0.932 -0.005 0.012 0.020
H 6.120 -1.438 -3.284 0.021 -0.022 0.022
H 3.844 -0.948 -4.055 0.030 -0.061 -0.024
H 2.659 -3.277 -4.145 0.007 0.021 0.048
H 2.173 -4.628 -6.120 -0.024 -0.001 -0.063
H 0.101 -4.243 -7.421 0.016 0.024 -0.018
H -1.460 -2.435 -6.762 0.020 -0.057 -0.041
H -0.984 -1.055 -4.801 -0.023 -0.020 0.019
```
Positions in Å, forces in eV/Å.

## Properties
Spin multiplicity: 5
Net charge: +3
Expectation value of S²: 6.029
HOMO level (spin up / spin down) in eV: -15.87 / -15.90

Löwdin atomic charge list, values in e, 2 entries: 0.414, -0.334

=====

No. 2
Below is a structure of composition C46H52AsIrN5O2P, with properties calculated with ωB97M-V/def2-TZVPD.

Geometry as XYZ:
```
108
Properties=species:S:1:pos:R:3:forces:R:3
Ir -0.279 0.470 -0.189 -0.290 -0.373 -0.274
C -0.360 2.729 3.282 -0.003 -0.004 -0.053
C 1.021 2.599 2.653 -0.025 -0.064 0.016
C 1.158 3.382 1.353 -0.086 -0.039 -0.048
C 1.446 1.126 2.537 0.088 0.039 -0.043
C 1.699 0.516 3.917 0.009 0.027 0.007
O 0.720 -0.529 4.018 -0.052 -0.059 0.007
C 0.079 -0.646 2.867 0.042 -0.084 -0.097
N 0.427 0.196 1.937 -0.013 0.279 0.095
C -0.907 -1.758 2.901 0.009 -0.028 0.003
C -1.196 -2.257 4.179 0.007 0.033 -0.049
C -2.043 -3.336 4.358 -0.007 -0.017 -0.004
C -2.608 -3.961 3.259 0.003 -0.013 0.018
C -2.340 -3.475 1.991 0.005 0.044 -0.005
C -1.505 -2.377 1.792 -0.042 0.108 0.034
P -1.349 -1.842 0.066 -0.111 -0.011 0.061
C -3.093 -1.757 -0.453 0.051 -0.007 0.011
C -3.877 -0.782 0.167 0.000 0.043 -0.005
C -5.230 -0.686 -0.113 0.006 0.006 0.011
C -5.818 -1.564 -1.017 -0.012 -0.010 0.005
C -5.050 -2.552 -1.615 -0.006 -0.008 -0.011
C -3.694 -2.658 -1.329 0.054 0.036 -0.054
C -0.543 -3.206 -0.789 0.018 0.032 -0.005
C -0.641 -3.341 -2.176 -0.045 -0.005 0.016
C 0.012 -4.378 -2.821 0.003 -0.005 0.014
C 0.788 -5.271 -2.093 0.001 -0.005 -0.004
C 0.915 -5.125 -0.719 0.001 -0.016 0.006
C 0.250 -4.100 -0.065 0.006 0.015 0.029
H -0.593 3.772 3.501 -0.014 0.011 -0.026
H -0.443 2.181 4.223 0.002 0.005 0.013
H -1.113 2.324 2.603 -0.029 0.002 -0.019
H 1.751 3.029 3.348 0.005 -0.011 0.007
H 0.453 3.043 0.584 -0.008 -0.031 0.019
H 2.162 3.294 0.940 0.027 -0.008 0.001
H 0.968 4.443 1.527 -0.001 -0.005 0.015
H 2.347 1.077 1.932 -0.040 0.050 0.013
H 1.525 1.211 4.737 0.043 -0.009 -0.021
H 2.682 0.063 4.035 -0.013 -0.010 -0.018
H -0.747 -1.798 5.045 -0.002 0.004 0.010
H -2.247 -3.694 5.358 -0.001 0.003 0.005
H -3.255 -4.818 3.385 -0.006 -0.002 0.001
H -2.794 -3.961 1.136 -0.004 -0.003 -0.015
H -3.426 -0.120 0.896 0.006 -0.003 -0.017
H -5.844 0.049 0.396 -0.003 0.005 0.008
H -6.877 -1.502 -1.225 -0.006 0.006 -0.008
H -5.511 -3.264 -2.287 0.001 -0.003 -0.001
H -3.124 -3.462 -1.772 0.032 -0.010 -0.020
H -1.210 -2.627 -2.758 -0.038 -0.035 0.010
H -0.079 -4.488 -3.893 -0.013 -0.004 -0.008
H 1.292 -6.084 -2.598 0.009 -0.001 -0.003
H 1.520 -5.819 -0.152 -0.001 -0.006 0.003
H 0.338 -4.011 1.010 -0.001 -0.005 0.002
N 10.358 -2.177 1.250 0.012 -0.015 0.013
C 9.330 -1.747 0.977 0.055 -0.007 -0.007
C 8.043 -1.210 0.634 -0.051 0.018 -0.001
C 7.092 -1.012 1.632 0.003 0.007 -0.015
C 5.852 -0.492 1.305 0.002 -0.010 -0.035
C 5.570 -0.196 -0.019 0.039 -0.074 -0.009
C 6.507 -0.390 -1.023 -0.016 -0.013 0.037
C 7.753 -0.893 -0.691 -0.014 -0.003 0.008
N 4.277 0.318 -0.363 -0.046 0.105 0.061
C 4.019 1.398 -1.175 -0.006 -0.031 -0.081
C 2.666 1.521 -1.224 -0.012 -0.028 -0.034
N 2.094 0.543 -0.443 0.056 0.250 0.069
C 3.094 -0.159 0.060 -0.091 -0.241 -0.135
H 7.335 -1.251 2.658 0.006 0.003 0.004
H 5.120 -0.303 2.080 -0.009 0.011 -0.001
H 6.264 -0.170 -2.054 -0.004 0.009 -0.006
H 8.498 -1.056 -1.458 0.009 0.005 0.001
H 4.809 1.967 -1.632 0.011 0.019 0.012
H 2.074 2.226 -1.780 -0.002 0.031 0.021
H 3.004 -1.045 0.669 0.004 0.040 0.072
C -3.248 2.179 -5.198 -0.029 0.013 0.008
N -2.849 1.525 -3.977 -0.006 -0.036 -0.036
C -3.565 0.344 -3.562 -0.002 -0.050 0.035
C -1.631 1.890 -3.281 0.009 0.073 0.007
C -0.600 0.785 -3.440 0.069 0.062 -0.025
C -0.227 0.497 -4.759 -0.040 -0.028 -0.009
C 0.697 -0.487 -5.042 0.015 0.015 0.017
C 1.258 -1.188 -3.985 0.008 0.032 0.004
C 0.910 -0.876 -2.681 0.001 0.062 0.042
C -0.024 0.116 -2.353 0.138 0.040 0.163
H -4.332 2.299 -5.211 0.006 0.002 -0.007
H -2.981 1.534 -6.046 -0.010 0.007 -0.009
H -2.746 3.137 -5.301 0.004 -0.010 -0.005
H -4.621 0.452 -3.803 -0.003 0.001 0.013
H -3.411 0.170 -2.497 0.006 -0.026 -0.003
H -3.171 -0.517 -4.115 -0.018 -0.001 0.007
H -1.875 1.996 -2.222 -0.022 0.014 0.038
H -1.283 2.837 -3.692 0.003 0.003 0.037
H -0.647 1.075 -5.575 -0.010 0.000 -0.006
H 0.985 -0.693 -6.064 -0.002 -0.006 -0.003
H 1.982 -1.971 -4.173 -0.002 -0.011 0.004
H 1.390 -1.441 -1.893 0.040 0.032 0.016
C -2.053 4.731 0.436 0.038 -0.030 0.014
As -2.982 3.063 0.385 -0.075 -0.106 0.001
C -3.918 2.742 2.022 0.035 0.006 -0.004
C -4.313 3.165 -0.988 0.006 -0.020 0.006
O -1.952 1.752 -0.011 0.289 0.065 0.085
H -2.792 5.531 0.377 -0.011 -0.006 0.008
H -1.378 4.791 -0.417 -0.005 0.003 0.006
H -1.491 4.820 1.362 0.017 -0.022 0.006
H -4.695 3.503 2.108 0.004 0.005 0.017
H -3.249 2.807 2.876 0.010 -0.002 -0.024
H -4.381 1.758 1.981 -0.004 -0.010 -0.005
H -5.090 3.857 -0.664 -0.001 0.006 -0.011
H -4.748 2.177 -1.136 0.024 -0.002 0.009
H -3.873 3.537 -1.912 0.017 -0.003 -0.002
```
Positions in Å, forces in eV/Å.

## Properties
Spin multiplicity: 6
Net charge: +3
Energy above the lowest of the compared OMol25 structures with the same formula, charge and spin in kcal per mole: 15.5
Expectation value of S²: 8.765
HOMO level (spin up / spin down) in eV: -14.25 / -15.24

Löwdin atomic charge list, values in e, 2 entries: 1.374, -0.052

=====

Calculated E_tot, -2734.36526 -4888.76902 Eh (same order as the records).